No. 1
A structure of composition C21H28ClKN4O10S. Source: the OMol25 dataset; level of theory: the ωB97M-V functional and the def2-TZVPD basis.

CARTESIAN COORDINATES (ANGSTROEM)
K  -0.841  -0.271  -0.126
C  -3.071  3.153  -0.493
C  -2.759  2.298  0.706
C  -3.614  1.258  1.058
C  -3.338  0.435  2.145
C  -4.263  -0.702  2.482
C  -2.171  0.654  2.873
C  -1.290  1.680  2.539
C  0.014  1.841  3.271
C  -1.606  2.501  1.459
H  -2.247  3.830  -0.713
H  -3.981  3.737  -0.330
H  -3.233  2.520  -1.368
H  -4.491  1.060  0.450
H  -4.171  -1.487  1.731
H  -5.303  -0.365  2.496
H  -4.016  -1.138  3.449
H  -1.924  -0.013  3.691
H  0.338  2.884  3.273
H  0.786  1.242  2.776
H  -0.071  1.500  4.304
H  -0.919  3.290  1.171
O  2.831  -1.702  1.372
C  2.264  -0.870  0.634
O  1.565  0.118  0.983
C  2.339  -1.112  -0.898
O  3.459  -1.032  -1.476
O  1.244  -1.366  -1.459
O  -5.096  -0.466  -1.642
Cl  -3.796  -1.045  -1.863
O  -3.859  -2.012  -2.928
O  -2.849  0.001  -2.206
O  -3.335  -1.691  -0.646
C  1.522  -4.241  0.006
N  0.721  -3.520  0.978
C  -0.604  -3.517  1.092
S  -1.375  -2.957  2.497
N  -1.356  -3.984  0.056
C  -1.016  -3.779  -1.356
H  2.520  -4.330  0.428
H  1.611  -3.714  -0.942
H  1.101  -5.236  -0.157
H  1.251  -2.950  1.632
H  -2.335  -3.863  0.260
H  -0.578  -4.673  -1.804
H  -0.315  -2.951  -1.481
H  -1.935  -3.533  -1.883
O  5.891  2.018  1.027
C  5.907  1.577  -0.312
N  4.599  1.351  -0.872
C  3.741  2.380  -0.897
O  4.015  3.497  -0.439
C  2.431  2.117  -1.567
C  2.340  1.425  -2.765
C  1.087  1.225  -3.327
C  -0.024  1.694  -2.651
N  0.047  2.333  -1.477
C  1.253  2.541  -0.966
H  5.306  2.791  1.013
H  6.451  0.635  -0.337
H  6.428  2.319  -0.932
H  4.248  0.378  -1.032
H  3.229  1.021  -3.229
H  0.966  0.668  -4.245
H  -1.022  1.512  -3.035
H  1.299  3.039  -0.004

Summary:
Net charge: -2
Maximum force (eV/Å): 0.23
Energy above the lowest of the compared OMol25 structures with the same formula, charge and spin (kJ/mol): 12.05
Frontier orbital gap (eV): 6.585

No. 2
A structure of composition C34H39BCsF5N12OSSi. Source: the OMol25 dataset; level of theory: the ωB97M-V functional and the def2-TZVPD basis.

CARTESIAN COORDINATES (ANGSTROEM)
Cs  -0.763  -1.047  -0.179
C  -2.424  -3.729  3.888
C  -2.402  -2.467  3.271
N  -1.179  -2.136  2.889
N  -0.387  -3.164  3.249
C  -1.112  -4.138  3.847
B  1.113  -3.273  2.928
N  1.316  -4.027  1.594
C  2.456  -4.567  1.119
C  2.231  -4.974  -0.177
C  0.887  -4.628  -0.409
N  0.342  -4.068  0.659
N  1.817  -1.887  2.850
C  3.006  -1.537  3.394
C  3.360  -0.304  2.897
C  2.309  0.030  2.027
N  1.392  -0.928  2.004
N  1.762  -4.043  4.108
C  1.673  -3.658  5.401
C  2.319  -4.596  6.170
C  2.768  -5.547  5.235
N  2.421  -5.214  4.001
H  -3.265  -4.259  4.299
H  -3.220  -1.784  3.096
H  -0.639  -5.042  4.196
H  3.327  -4.653  1.746
H  2.917  -5.471  -0.843
H  0.293  -4.794  -1.295
H  3.506  -2.182  4.097
H  4.237  0.274  3.135
H  2.160  0.938  1.458
H  1.153  -2.752  5.670
H  2.441  -4.598  7.240
H  3.320  -6.458  5.407
N  2.410  0.497  -3.219
C  1.472  1.313  -2.441
C  0.021  1.102  -2.830
N  -0.803  1.779  -1.830
H  3.279  1.021  -3.303
H  2.066  0.361  -4.164
H  1.686  2.384  -2.535
H  1.592  1.088  -1.374
H  -0.263  0.047  -2.860
H  -0.144  1.490  -3.845
H  -1.787  1.600  -1.999
H  -0.643  2.778  -1.894
S  5.077  1.815  -1.539
C  5.082  0.338  -0.729
N  4.212  -0.653  -1.110
C  4.091  -1.857  -0.512
C  4.890  -2.184  0.539
C  5.818  -1.223  0.973
C  5.911  0.000  0.370
H  3.640  -0.459  -1.937
H  3.329  -2.509  -0.920
H  4.789  -3.139  1.028
H  6.463  -1.451  1.813
H  6.613  0.746  0.712
F  -6.098  2.242  -5.436
C  -5.275  1.511  -4.653
C  -5.131  1.800  -3.308
F  -5.821  2.828  -2.779
C  -4.287  1.052  -2.515
F  -4.171  1.387  -1.206
C  -3.515  -0.044  -2.990
O  -2.728  -0.716  -2.254
C  -3.704  -0.288  -4.379
F  -3.013  -1.298  -4.947
C  -4.547  0.456  -5.176
F  -4.668  0.164  -6.484
C  -0.005  3.481  4.258
Si  -0.689  3.140  2.548
C  -2.120  4.326  2.243
C  -1.351  1.401  2.465
N  0.694  3.273  1.511
C  1.010  3.982  0.444
C  0.099  4.822  -0.280
C  0.504  5.512  -1.396
C  1.827  5.425  -1.845
C  2.743  4.624  -1.162
C  2.349  3.914  -0.051
H  -0.800  3.394  5.003
H  0.420  4.484  4.334
H  0.776  2.760  4.506
H  -2.856  4.206  3.043
H  -2.634  4.102  1.306
H  -1.810  5.373  2.236
H  -2.002  1.243  3.331
H  -0.568  0.641  2.512
H  -1.962  1.247  1.572
H  -0.925  4.884  0.059
H  -0.205  6.127  -1.936
H  2.138  5.973  -2.725
H  3.762  4.538  -1.516
H  3.045  3.269  0.470

Summary:
Net charge: -1
⟨S²⟩: 0.80
Spin multiplicity: 2
Maximum force (eV/Å): 0.45
Energy above the lowest of the compared OMol25 structures with the same formula, charge and spin (kJ/mol): 50.86
Frontier orbital gap (spin up / spin down) (eV): 6.913 / 5.361

No. 3
A structure of composition C15H18ClIrN3O2SbSe4. Source: the OMol25 dataset; level of theory: the ωB97M-V functional and the def2-TZVPD basis.

CARTESIAN COORDINATES (ANGSTROEM)
Ir  0.151  0.597  -0.848
O  -1.162  -1.048  -0.472
C  -2.158  -1.467  -1.151
C  -3.097  -2.344  -0.532
C  -4.156  -2.888  -1.214
C  -4.359  -2.593  -2.568
C  -3.474  -1.738  -3.191
C  -2.388  -1.161  -2.527
C  -1.492  -0.263  -3.244
N  -0.443  0.405  -2.791
C  0.101  1.129  -3.827
C  -0.620  0.890  -4.945
N  -1.619  0.015  -4.566
H  -2.927  -2.567  0.514
H  -4.844  -3.549  -0.697
H  -5.189  -3.024  -3.114
H  -3.639  -1.519  -4.242
H  0.988  1.723  -3.688
H  -0.507  1.234  -5.956
H  -2.317  -0.374  -5.168
Se  3.957  0.430  -4.232
Sb  3.501  0.325  -1.840
Se  1.969  2.256  -1.176
Se  1.789  -1.416  -1.225
Se  5.469  0.220  -0.387
Cl  -1.529  2.284  -0.344
O  0.698  0.438  1.243
C  1.673  0.885  1.838
C  2.786  0.008  2.300
C  2.203  -0.606  3.600
C  1.576  0.384  4.610
C  0.246  1.039  4.171
C  0.430  2.283  3.276
N  1.619  2.117  2.435
H  3.694  0.581  2.489
H  3.008  -0.767  1.570
H  2.997  -1.163  4.101
H  1.433  -1.325  3.309
H  2.308  1.160  4.869
H  1.385  -0.173  5.532
H  -0.343  1.313  5.050
H  -0.336  0.300  3.615
H  0.578  3.182  3.877
H  -0.440  2.436  2.638
H  2.480  2.349  2.906

Summary:
Net charge: -2
Maximum force (eV/Å): 2.48
Energy above the lowest of the compared OMol25 structures with the same formula, charge and spin (kJ/mol): 0.00
Frontier orbital gap (eV): 5.737

No. 4
A structure of composition C29H34IrN9O3. Source: the OMol25 dataset; level of theory: the ωB97M-V functional and the def2-TZVPD basis.

CARTESIAN COORDINATES (ANGSTROEM)
Ir  -0.344  0.409  0.307
C  2.764  -0.487  3.502
C  2.073  -0.380  2.289
N  1.036  0.418  2.124
C  0.623  1.198  3.152
C  1.292  1.194  4.388
C  2.371  0.299  4.550
C  0.908  2.120  5.393
C  -0.056  3.054  5.127
C  -0.734  3.064  3.902
C  -0.486  2.097  2.925
N  -1.123  1.950  1.731
C  -2.237  2.628  1.302
C  -3.227  3.220  2.081
C  -4.273  3.947  1.494
C  -4.355  4.088  0.135
C  -3.431  3.417  -0.706
C  -3.520  3.435  -2.115
C  -2.648  2.688  -2.856
C  -1.693  1.907  -2.189
N  -1.568  1.899  -0.879
C  -2.407  2.651  -0.127
H  3.602  -1.163  3.587
H  2.377  -0.951  1.418
H  2.892  0.263  5.499
H  1.424  2.110  6.344
H  -0.296  3.807  5.866
H  -1.427  3.864  3.702
H  -3.225  3.085  3.151
H  -5.020  4.401  2.130
H  -5.141  4.681  -0.315
H  -4.290  4.029  -2.591
H  -2.699  2.667  -3.935
H  -1.027  1.251  -2.736
N  -1.940  -0.906  1.484
C  -2.568  -1.960  0.664
C  -2.132  -3.363  1.082
C  -0.617  -3.574  1.144
C  0.121  -3.431  -0.185
N  -0.381  -4.350  -1.204
C  -0.709  -4.043  -2.453
N  -0.558  -2.793  -2.917
N  -1.098  -5.014  -3.284
C  -2.259  -1.796  -0.830
O  -2.812  -2.571  -1.599
O  -1.354  -0.951  -1.170
H  -1.560  -1.282  2.347
H  -2.625  -0.208  1.751
H  -3.653  -1.906  0.759
H  -2.579  -4.047  0.360
H  -2.562  -3.608  2.056
H  -0.423  -4.566  1.562
H  -0.146  -2.872  1.839
H  1.182  -3.638  -0.028
H  0.045  -2.414  -0.561
H  -0.521  -5.306  -0.913
H  -0.773  -2.035  -2.268
H  -0.951  -2.622  -3.830
H  -1.211  -5.962  -2.967
H  -1.489  -4.789  -4.182
N  1.481  0.003  -1.007
C  2.271  0.244  -1.821
N  3.140  0.533  -2.751
C  3.725  -0.511  -3.613
C  5.178  -0.722  -3.220
O  5.889  0.498  -3.237
C  5.359  1.435  -2.322
C  3.928  1.781  -2.691
H  3.660  -0.164  -4.644
H  3.150  -1.430  -3.509
H  5.664  -1.382  -3.937
H  5.233  -1.180  -2.223
H  5.989  2.321  -2.366
H  5.393  1.028  -1.302
H  3.900  2.229  -3.684
H  3.475  2.466  -1.976

Summary:
Net charge: +2
⟨S²⟩: 6.07
Spin multiplicity: 5
Maximum force (eV/Å): 1.13
Energy above the lowest of the compared OMol25 structures with the same formula, charge and spin (kJ/mol): 0.00
Frontier orbital gap (spin up / spin down) (eV): 7.175 / 6.058